# 1
{"formula": "C5H6N2", "method": "wB97M-V/def2-TZVPD", "total_energy_ha": -303.408252, "de_lowest_kj_mol": 598.1, "homo_ev": -8.43, "mol_weight_g_mol": 94.12, "symbols": ["C", "C", "C", "C", "C", "N", "N", "H", "H", "H", "H", "H", "H"], "xyz": [[-0.5598, -1.7314, 1.5389], [0.7216, -1.6021, 1.7120], [0.0999, 0.2828, -0.8895], [-0.2355, 1.6379, -0.4860], [-0.1061, -0.4426, 1.1243], [-0.3157, 1.7791, 0.9850], [-0.3607, 0.8011, 1.7235], [-1.4017, -2.5831, 1.5285], [1.6023, -2.1634, 2.0352], [-0.5407, -0.1692, -1.6135], [1.1244, 0.0442, -0.9508], [0.5935, 2.3867, -0.5587], [-1.1731, 2.0780, -0.9502]]}

---

# 2
{"formula": "CH2N2O3Si", "method": "wB97M-V/def2-TZVPD", "total_energy_ha": -663.911104, "de_lowest_kj_mol": 229.6, "homo_ev": -10.12, "mol_weight_g_mol": 118.12, "smiles": "N#C[SiH]=O.O=NO", "symbols": ["C", "N", "N", "O", "O", "O", "Si", "H", "H"], "xyz": [[2.9246, 0.0769, -0.2865], [4.0597, -0.0314, -0.3762], [-1.9262, 0.2686, -0.2317], [-2.7085, 0.8542, -0.9391], [-2.4561, -0.5620, 0.6721], [0.2865, -0.9735, 0.5244], [1.0847, 0.1724, -0.0476], [-1.6454, -1.1929, 1.0137], [0.3806, 1.3878, -0.3291]]}

---

# 3
{"formula": "C9H9N3O2", "method": "wB97M-V/def2-TZVPD", "total_energy_ha": -663.077648, "de_lowest_kj_mol": 240.5, "homo_ev": -9.20, "mol_weight_g_mol": 191.19, "smiles": "O=c1cc[nH]c(=O)[nH]1.c1ccncc1", "symbols": ["C", "C", "C", "C", "C", "C", "C", "C", "C", "H", "H", "H", "H", "H", "H", "H", "H", "H", "N", "N", "N", "O", "O"], "xyz": [[2.1228, 1.0689, 0.0652], [2.4203, 0.1777, -1.0067], [1.4515, 0.1214, -1.9999], [0.2701, 0.7949, -2.0785], [0.0577, 1.6799, -1.0514], [-1.5360, -0.7104, -0.3377], [-2.3003, 0.2631, 0.5372], [-1.7625, 0.3824, 1.8272], [0.2064, -1.0904, 1.3155], [2.6305, 1.0832, 1.0227], [3.4019, -0.2508, -1.0248], [1.6238, -0.6874, -2.7969], [-0.2579, 0.6092, -2.9508], [-0.8471, 2.3272, -0.9773], [0.2626, -1.7994, -0.5944], [-3.2142, 0.5755, 0.0280], [-2.4126, 0.6720, 2.6510], [-0.3371, -0.1111, 3.1060], [0.9531, 1.8974, -0.0080], [-0.3045, -1.2528, 0.0796], [-0.5081, -0.1155, 2.0900], [-2.1636, -1.1349, -1.3709], [1.2369, -1.6460, 1.7184]]}

---

# 4
{"formula": "C22H66O22", "method": "wB97M-V/def2-TZVPD", "total_energy_ha": -2532.854825, "de_lowest_kj_mol": 243.2, "homo_ev": -9.52, "mol_weight_g_mol": 682.75, "smiles": "OCCO.OCCO.OCCO.OCCO.OCCO.OCCO.OCCO.OCCO.OCCO.OCCO.OCCO", "symbols": ["C", "C", "O", "O", "H", "H", "H", "H", "H", "H", "C", "C", "O", "O", "H", "H", "H", "H", "H", "H", "C", "C", "O", "O", "H", "H", "H", "H", "H", "H", "C", "C", "O", "O", "H", "H", "H", "H", "H", "H", "C", "C", "O", "O", "H", "H", "H", "H", "H", "H", "C", "C", "O", "O", "H", "H", "H", "H", "H", "H", "C", "C", "O", "O", "H", "H", "H", "H", "H", "H", "C", "C", "O", "O", "H", "H", "H", "H", "H", "H", "C", "C", "O", "O", "H", "H", "H", "H", "H", "H", "C", "C", "O", "O", "H", "H", "H", "H", "H", "H", "C", "C", "O", "O", "H", "H", "H", "H", "H", "H"], "xyz": [[6.7360, 21.3722, -28.7044], [7.8532, 20.4700, -28.2142], [8.7336, 20.0480, -29.2484], [5.7510, 20.6137, -29.3657], [7.1409, 22.1709, -29.3366], [6.4124, 21.9431, -27.8264], [7.4329, 19.5966, -27.6991], [8.4848, 20.9101, -27.4373], [8.1819, 19.7852, -29.9941], [5.6820, 20.8647, -30.2883], [3.4410, 17.0292, -25.6137], [2.0432, 17.5779, -25.6228], [1.2953, 17.1837, -26.7735], [4.3869, 17.6451, -26.5250], [3.4606, 15.9486, -25.7753], [3.8867, 17.1551, -24.6211], [1.9432, 18.6533, -25.4532], [1.5278, 17.1391, -24.7646], [1.8269, 17.3311, -27.5618], [3.8409, 18.1030, -27.1750], [6.3231, 21.2246, -23.0783], [6.1173, 19.8285, -23.6223], [6.1704, 19.8684, -25.0301], [6.6761, 21.1268, -21.6887], [5.4264, 21.8388, -23.1993], [7.1281, 21.8024, -23.5395], [5.2070, 19.3997, -23.1842], [6.9123, 19.1786, -23.2295], [6.0417, 18.9624, -25.3388], [6.8877, 22.0157, -21.3785], [4.4941, 17.6266, -19.2409], [4.9568, 18.8028, -20.0632], [6.3908, 18.8414, -20.1335], [3.0942, 17.5036, -19.2996], [4.8415, 17.6972, -18.2037], [5.0068, 16.7185, -19.5798], [4.7256, 19.7857, -19.6325], [4.4685, 18.7905, -21.0431], [6.6272, 19.3926, -20.8975], [2.6813, 17.5577, -18.4381], [9.6150, 23.0527, -23.3323], [11.0317, 23.5917, -23.3009], [11.3590, 23.9860, -24.6466], [8.7187, 24.0840, -23.7280], [9.3340, 22.7730, -22.3188], [9.6184, 22.2039, -24.0251], [11.8038, 22.9314, -22.9053], [10.9828, 24.5144, -22.7080], [12.2874, 24.2324, -24.6514], [9.2072, 24.5825, -24.3973], [10.7399, 19.4977, -26.2812], [9.6098, 18.8865, -25.4649], [9.9085, 17.5605, -25.0960], [10.9179, 18.8579, -27.5303], [11.6537, 19.4345, -25.6833], [10.6463, 20.5922, -26.3461], [8.6273, 18.9686, -25.9436], [9.5077, 19.4657, -24.5416], [10.0338, 17.0011, -25.8683], [10.1262, 19.1019, -28.0329], [1.8744, 23.2436, -19.5649], [2.5419, 23.7567, -20.8222], [3.2816, 22.7445, -21.4824], [1.2147, 24.3467, -18.9303], [2.6220, 22.7883, -18.9047], [1.1342, 22.4688, -19.8011], [3.1479, 24.6589, -20.7269], [1.7429, 24.1799, -21.4548], [2.6248, 22.1127, -21.7972], [0.8889, 23.9749, -18.1042], [4.0423, 22.2711, -26.1579], [3.2021, 21.3571, -25.3009], [1.9287, 21.9368, -25.0113], [4.1282, 23.5514, -25.5758], [3.7626, 22.2687, -27.2187], [5.0123, 21.7524, -26.1778], [3.8098, 21.2088, -24.4001], [3.0086, 20.3901, -25.7549], [2.1204, 22.8713, -24.8540], [4.7123, 24.1013, -26.1024], [8.8457, 21.2199, -19.4981], [9.9965, 21.9565, -18.8616], [10.1823, 23.2526, -19.4624], [7.5686, 21.3641, -18.8960], [9.1064, 20.1486, -19.5136], [8.9365, 21.3724, -20.5846], [10.8939, 21.3494, -19.0382], [9.9821, 22.0362, -17.7717], [10.5626, 23.8248, -18.7894], [7.1346, 20.6566, -19.4017], [7.0439, 24.7797, -17.9951], [6.4589, 26.1965, -18.0685], [7.4508, 27.1200, -18.4582], [7.2931, 24.3422, -19.3063], [6.3300, 24.1629, -17.4295], [7.9620, 24.7234, -17.3991], [6.0841, 26.4499, -17.0738], [5.5939, 26.0378, -18.7187], [7.2539, 27.3945, -19.3580], [8.0941, 23.8125, -19.3527], [7.0915, 14.7927, -27.5937], [7.7113, 16.1612, -27.5038], [6.8582, 17.1228, -28.0947], [7.0585, 14.2373, -28.9091], [6.0710, 14.8724, -27.1955], [7.5671, 14.0682, -26.9207], [8.7453, 16.2741, -27.8262], [7.7658, 16.3014, -26.4097], [6.0278, 17.1089, -27.6012], [6.3257, 13.6172, -28.9316]]}

---

# 5
{"formula": "C2H2FN", "method": "wB97M-V/def2-TZVPD", "total_energy_ha": -231.896937, "de_lowest_kj_mol": 266.1, "homo_ev": -11.18, "mol_weight_g_mol": 59.04, "symbols": ["C", "C", "N", "F", "H", "H"], "xyz": [[-1.8759, 0.0207, 0.0421], [-0.5912, -0.5753, 0.1449], [-2.8427, 0.6002, -0.0148], [-0.3117, -1.9157, -0.1486], [0.2191, 0.5156, -0.9770], [-0.1585, -0.4495, 1.1051]]}

---

# 6
{"formula": "C37H41N8OPt", "method": "wB97M-V/def2-TZVPD", "total_energy_ha": -2067.015056, "charge": 1, "de_lowest_kj_mol": 73.8, "homo_ev": -8.65, "mol_weight_g_mol": 808.87, "symbols": ["Pt", "C", "C", "C", "C", "C", "C", "C", "C", "C", "C", "C", "C", "C", "C", "C", "N", "H", "H", "H", "H", "H", "H", "H", "H", "H", "H", "C", "N", "N", "C", "O", "C", "C", "C", "C", "C", "C", "C", "C", "C", "H", "H", "H", "H", "H", "H", "H", "H", "H", "H", "H", "H", "C", "C", "N", "C", "C", "N", "H", "H", "H", "H", "H", "H", "C", "C", "N", "C", "N", "C", "C", "C", "N", "C", "H", "H", "H", "H", "H", "H", "H", "H", "H", "H", "H", "H", "H"], "xyz": [[-0.0505, -0.1349, -0.0336], [-2.8098, -3.3921, -0.0756], [-4.0468, -2.7718, 0.0195], [-4.1402, -1.4001, 0.0995], [-2.9888, -0.5943, 0.0783], [-1.7430, -1.2429, -0.0351], [-1.6552, -2.6127, -0.1043], [-3.0052, 0.8424, 0.1476], [-4.1447, 1.6647, 0.1950], [-4.0196, 3.0289, 0.2243], [-2.7341, 3.6289, 0.1460], [-2.5109, 5.0051, 0.0914], [-1.2352, 5.5157, -0.0624], [-0.1501, 4.6558, -0.1819], [-0.3333, 3.2894, -0.1230], [-1.6156, 2.7539, 0.0642], [-1.7830, 1.4266, 0.1220], [-2.7344, -4.4658, -0.1306], [-4.9439, -3.3719, 0.0313], [-5.1093, -0.9307, 0.1765], [-0.6936, -3.1084, -0.1796], [-5.1259, 1.2190, 0.1981], [-4.8888, 3.6653, 0.2739], [-3.3578, 5.6708, 0.1538], [-1.0810, 6.5833, -0.1107], [0.8398, 5.0590, -0.3321], [0.4872, 2.5923, -0.2549], [6.5655, -0.0007, 1.5609], [5.3333, -0.5573, 1.0497], [4.5016, 0.2323, 0.2639], [3.1836, -0.1733, 0.4622], [2.2261, 0.3637, -0.1435], [3.2272, -1.2241, 1.4050], [4.5376, -1.4089, 1.7704], [5.1147, -2.3665, 2.7411], [4.9636, 0.8223, -0.9259], [4.2191, 1.8424, -1.5143], [4.6148, 2.3674, -2.7291], [5.7665, 1.9141, -3.3525], [6.5151, 0.9080, -2.7612], [6.1133, 0.3508, -1.5613], [7.0406, 0.6153, 0.7982], [7.2318, -0.8206, 1.8246], [6.3924, 0.6210, 2.4475], [2.3756, -1.7773, 1.7548], [4.3364, -3.0311, 3.1052], [5.5540, -1.8368, 3.5860], [5.8997, -2.9610, 2.2739], [3.3258, 2.2002, -1.0319], [4.0159, 3.1434, -3.1816], [6.0779, 2.3410, -4.2935], [7.4105, 0.5415, -3.2409], [6.6788, -0.4648, -1.1338], [1.3441, 1.9418, 2.5258], [0.5229, 0.7608, 2.8676], [-0.0130, -0.1229, 2.0438], [-0.6533, -1.0549, 2.8168], [-0.4909, -0.7329, 4.1271], [0.2507, 0.4142, 4.1425], [1.6972, 1.8626, 1.5028], [2.1993, 2.0076, 3.1955], [0.7667, 2.8608, 2.6161], [-1.1954, -1.8715, 2.3814], [-0.8214, -1.2267, 5.0179], [0.5296, 0.9274, 4.9641], [3.1651, -1.7506, -3.9723], [2.8173, -2.3255, -2.6045], [1.5647, -1.7734, -2.1301], [0.8179, -0.8462, -2.7764], [-0.0674, -0.1672, -2.0857], [-0.9742, 0.6908, -2.8344], [-0.2060, 1.3729, -3.9592], [0.3182, 0.2916, -4.8883], [0.9716, -0.7413, -4.1112], [1.8716, -1.6582, -4.7770], [3.8898, -2.3881, -4.4756], [3.5909, -0.7507, -3.8616], [3.6120, -2.0988, -1.8862], [2.7181, -3.4169, -2.6634], [1.4032, -1.7762, -1.1258], [-1.3901, 1.4397, -2.1621], [-1.8020, 0.0893, -3.2337], [0.6193, 1.9371, -3.5204], [-0.8441, 2.0615, -4.5058], [1.0419, 0.7060, -5.5974], [-0.5087, -0.1452, -5.4631], [2.0566, -1.2962, -5.7882], [1.4088, -2.6499, -4.8459]]}